Formula: C19H45N7O20
Source: the Open Molecules 2025 dataset
Level of theory: ωB97M-V/def2-TZVPD

**Gap between HOMO and LUMO**: 7.314 eV
**Relative energy (zero: lowest compared OMol25 entry of this formula, charge and spin)**: 3228.1 kJ/mol
**Multiplicity**: 1
**Total energy**: -71761.017 eV
**LUMO energy**: -1.337 eV

Each line ends with the Löwdin charge.
Cartesian coordinates (Å):
C 13.1867 0.8186 22.0966  0.022
N 13.4708 1.6713 23.2672  -0.212
O 14.6237 1.8075 23.6219  -0.155
O 12.4458 2.0522 23.9082  -0.035
H 12.1395 0.5174 22.1262  0.119
H 13.8817 -0.0154 22.1943  0.033
H 13.3455 1.4205 21.2018  0.092
C 12.5370 0.8988 25.8551  0.042
N 11.8398 -0.1982 26.5797  -0.391
O 11.6805 -1.2482 26.0530  -0.025
O 11.4503 0.0767 27.6883  0.101
H 13.1490 0.5070 25.0426  0.068
H 13.1639 1.4595 26.5485  0.117
H 11.8037 1.5504 25.3801  0.115
C 10.7965 2.4062 19.5104  0.031
N 11.4483 2.9498 20.6946  -0.275
O 12.0069 4.0371 20.7720  -0.060
O 11.3879 2.2299 21.7201  0.027
H 11.1816 2.9224 18.6311  0.101
H 9.7287 2.6082 19.5945  0.121
H 10.9197 1.3247 19.4532  0.109
C 16.1911 0.6075 20.7607  -0.018
N 16.0004 -0.2893 19.5903  -0.300
O 14.9053 -0.8220 19.3949  -0.156
O 16.9362 -0.3996 18.8058  0.066
H 16.2445 1.6368 20.4060  0.012
H 17.0779 0.1768 21.2256  0.070
H 15.3664 0.5264 21.4688  0.037
C 15.7288 -2.6874 23.0001  0.109
N 16.0102 -1.3762 22.2786  -0.287
O 15.1009 -0.5611 22.2335  -0.119
O 17.1084 -1.0717 21.8715  0.086
H 14.8192 -2.5256 23.5785  0.057
H 16.5945 -2.8519 23.6416  0.115
H 15.6284 -3.5273 22.3127  0.122
C 13.2970 0.2179 17.9446  0.081
N 12.8235 1.2844 18.8373  -0.340
O 12.5425 0.9519 19.9853  -0.134
O 12.7391 2.3822 18.3927  0.093
H 13.0917 -0.7359 18.4306  0.014
H 14.3598 0.4137 17.8022  0.127
H 12.7551 0.2799 17.0009  0.126
C 14.3466 3.5914 25.2071  0.050
N 14.1417 5.0377 24.8813  -0.403
O 13.0320 5.5383 25.0396  0.029
O 15.0305 5.5601 24.2579  0.079
H 14.8680 3.6210 26.1639  0.122
H 14.9352 3.0611 24.4586  0.044
H 13.3910 3.1072 25.4085  0.070
O 15.5703 2.4965 20.9103  0.069
C 15.5349 3.1291 21.9731  -0.376
O 14.6257 3.9607 22.4360  0.020
C 13.4498 4.1989 21.6527  -0.285
C 12.5533 5.1081 22.4257  -0.023
C 16.6606 2.9437 22.9860  0.012
H 12.9191 3.2596 21.4971  0.078
H 13.6799 4.6931 20.7088  0.172
H 12.3592 4.6248 23.3832  0.078
H 11.6632 5.4160 21.8771  0.111
H 13.0765 6.0522 22.5778  0.097
H 16.3193 2.3332 23.8220  0.051
H 17.1221 3.8760 23.3115  0.096
H 17.4625 2.4216 22.4641  0.112
O 17.7924 3.1130 25.1535  0.111
C 18.5470 2.5546 24.4112  -0.585
O 18.5296 1.2608 24.0398  -0.013
C 17.8060 0.3204 24.7389  -0.177
C 16.3848 0.2541 24.1845  -0.029
C 19.3944 3.3080 23.4810  0.021
H 17.7650 0.6504 25.7769  0.129
H 18.2554 -0.6721 24.7054  0.128
H 16.4804 0.0511 23.1179  0.055
H 15.7885 1.1639 24.2544  0.038
H 15.7647 -0.5361 24.6080  0.097
H 19.9063 2.6588 22.7706  0.107
H 20.0840 4.0468 23.8892  0.104
H 18.6782 3.9766 23.0032  0.083
O 13.3977 -3.2576 22.7683  0.045
C 12.7880 -2.2432 23.0240  -0.506
O 12.1041 -1.4718 22.2324  -0.023
C 11.9903 -1.6778 20.8399  -0.131
C 13.2698 -1.4478 20.0356  -0.148
C 12.8076 -1.7392 24.4870  -0.005
H 11.2483 -0.9418 20.5304  0.124
H 11.6206 -2.6890 20.6701  0.132
H 13.0096 -1.4761 18.9775  0.067
H 14.0851 -2.1416 20.2405  0.127
H 13.6066 -0.4444 20.2960  0.061
H 12.5607 -2.4547 25.2713  0.115
H 12.0852 -0.9230 24.4929  0.081
H 13.7951 -1.3554 24.7433  0.087

Formula: C19H45O11P2
Source: the Open Molecules 2025 dataset
Level of theory: ωB97M-V/def2-TZVPD

**Gap between HOMO and LUMO**: 4.832 eV
**Multiplicity**: 1
**Total energy**: -61527.737 eV
**Total charge**: -1
**LUMO energy**: 2.565 eV

Each line ends with the Löwdin charge.
Cartesian coordinates (Å):
C 3.7266 -2.4124 -3.0829  -0.006
C 2.9134 -1.5178 -2.9696  -0.440
C 1.8814 -0.5554 -2.7644  -0.550
P 0.7011 -1.3000 -1.5966  0.691
P -0.4644 -2.7833 -2.7009  0.246
O 0.1209 -3.1026 -4.0124  -0.349
O -1.9758 -2.1507 -2.8821  -0.234
O -0.7233 -4.1068 -1.8165  -0.211
H 4.2561 -3.3337 -3.0564  -0.031
H 2.3344 0.3157 -2.2788  -0.005
H -0.2292 -0.2925 -1.2266  -0.129
H -1.8757 -1.6232 -3.6862  0.056
H -0.0957 -4.7725 -2.1238  0.070
C -2.5783 4.7446 1.4252  -0.119
O -3.5066 3.9007 0.7704  -0.194
C -3.0352 3.4246 -0.4844  -0.201
C -2.4719 2.0219 -0.3871  -0.208
O -1.3134 1.9741 0.4269  -0.196
C -1.5726 1.5160 1.7422  -0.102
H -2.8736 4.8182 2.4715  0.086
H -1.5613 4.3503 1.3746  0.084
H -2.5991 5.7467 0.9807  0.085
H -2.2893 4.1092 -0.8996  0.126
H -3.8940 3.4106 -1.1628  0.123
H -2.1741 1.6964 -1.3888  0.125
H -3.2312 1.3240 -0.0202  0.116
H -1.6730 0.4251 1.7409  0.088
H -2.4733 1.9652 2.1675  0.087
H -0.7206 1.7881 2.3628  0.079
C -3.4757 -2.0982 0.4950  -0.100
O -3.6705 -2.5965 1.8123  -0.194
C -4.9556 -3.1529 2.0148  -0.215
C -4.9340 -4.6642 1.8974  -0.215
O -4.6013 -5.0842 0.5866  -0.192
C -3.2347 -5.4451 0.4384  -0.104
H -2.4045 -1.9752 0.3393  0.084
H -3.8611 -2.7797 -0.2642  0.087
H -3.9636 -1.1226 0.3873  0.080
H -5.6805 -2.7232 1.3160  0.125
H -5.2665 -2.8836 3.0304  0.121
H -5.9374 -5.0475 2.1138  0.120
H -4.2441 -5.0956 2.6301  0.124
H -3.0647 -6.4476 0.8487  0.086
H -2.5690 -4.7338 0.9290  0.085
H -3.0053 -5.4545 -0.6251  0.083
C 1.5475 0.0879 3.0484  -0.110
O 0.6964 -0.4920 4.0274  -0.201
C 0.6460 -1.9086 3.9455  -0.201
C 1.5479 -2.5641 4.9719  -0.207
O 2.9194 -2.2801 4.7402  -0.189
C 3.4176 -1.2352 5.5525  -0.119
H 1.7629 1.1124 3.3529  0.088
H 2.4907 -0.4517 2.9474  0.087
H 1.0399 0.1045 2.0794  0.077
H 0.8967 -2.2461 2.9357  0.130
H -0.3875 -2.2049 4.1512  0.124
H 1.4286 -3.6495 4.8974  0.123
H 1.2595 -2.2625 5.9847  0.122
H 3.6208 -1.6061 6.5644  0.084
H 2.7232 -0.3941 5.6076  0.082
H 4.3515 -0.8882 5.1120  0.088
C 3.2465 2.2377 -4.8219  -0.110
O 3.4899 2.6267 -3.4775  -0.199
C 4.7963 3.1198 -3.2645  -0.212
C 4.8323 4.6354 -3.2461  -0.209
O 4.4831 5.1959 -4.5041  -0.196
C 3.1334 5.6171 -4.5669  -0.119
H 2.1708 2.1540 -4.9591  0.086
H 3.6409 2.9691 -5.5338  0.077
H 3.6979 1.2604 -5.0146  0.090
H 5.4876 2.7252 -4.0161  0.126
H 5.1209 2.7534 -2.2847  0.126
H 5.8547 4.9598 -3.0245  0.120
H 4.1783 5.0230 -2.4584  0.123
H 3.0131 6.5791 -4.0542  0.084
H 2.4566 4.8831 -4.1253  0.085
H 2.8729 5.7441 -5.6172  0.086

Formula: C19H46B2OP
Source: the Open Molecules 2025 dataset
Level of theory: ωB97M-V/def2-TZVPD

**Gap between HOMO and LUMO**: 9.153 eV
**Multiplicity**: 1
**Total energy**: -33133.252 eV
**Total charge**: +1
**LUMO energy**: -2.049 eV

Each line ends with the natural charge from an NBO analysis.
Cartesian coordinates (Å):
C 5.9279 1.5028 -4.8115  -0.592
C 4.6605 2.0985 -5.4685  -0.766
B 3.4221 1.1035 -5.5548  0.348
B 1.8946 1.5938 -5.0605  0.721
C 1.4402 3.1075 -5.3675  -0.999
O 0.9431 0.7752 -4.4019  -0.928
H 6.6676 2.3009 -4.7080  0.212
H 5.7603 1.1176 -3.8030  0.195
H 6.3829 0.7056 -5.3984  0.213
H 4.9295 2.3298 -6.5141  0.252
H 4.3977 3.0650 -5.0301  0.214
H 3.5697 0.0057 -6.0149  -0.080
H 1.6952 3.7194 -4.4902  0.245
H 0.3512 3.1704 -5.4684  0.233
H 1.9017 3.5066 -6.2720  0.238
H 0.7952 -0.0262 -4.8818  0.498
C 1.6379 -1.0459 -1.6582  -0.625
C 0.1689 -1.4132 -1.4940  -0.390
C -0.7165 -0.1963 -1.2209  -0.404
C -0.6484 0.3714 0.2051  -0.777
P -1.5715 -0.4571 1.4932  1.637
C -3.2570 -0.6851 0.8659  -0.746
C -4.0284 0.4918 0.2555  -0.402
C -4.5937 1.5539 1.2043  -0.398
C -5.3860 1.0056 2.3855  -0.614
C -1.7255 0.6206 2.9089  -0.777
C -0.5125 1.1175 3.7073  -0.390
C 0.1717 0.1203 4.6425  -0.406
C -0.7686 -0.7128 5.5060  -0.619
C -1.1113 -2.1459 1.8685  -0.766
C 0.1962 -2.6155 2.5258  -0.404
C 1.5198 -2.0468 1.9950  -0.401
C 2.3136 -3.0544 1.1680  -0.607
H 2.0331 -0.5303 -0.7784  0.190
H 2.2391 -1.9417 -1.8168  0.221
H 1.7742 -0.3930 -2.5198  0.237
H 0.0547 -2.1685 -0.7133  0.182
H -0.1714 -1.8822 -2.4204  0.219
H -1.7515 -0.4532 -1.4612  0.206
H -0.4333 0.5952 -1.9180  0.248
H -1.0734 1.3820 0.1674  0.265
H 0.3893 0.5258 0.5093  0.265
H -3.8441 -1.1659 1.6529  0.258
H -3.1646 -1.4466 0.0841  0.259
H -4.8702 0.0648 -0.2949  0.230
H -3.4059 0.9925 -0.4913  0.213
H -5.2520 2.2020 0.6218  0.227
H -3.7991 2.2126 1.5625  0.185
H -6.2810 0.4819 2.0456  0.218
H -5.7028 1.8208 3.0359  0.230
H -4.8013 0.3165 2.9977  0.185
H -2.4874 0.2173 3.5793  0.264
H -2.1635 1.5330 2.4956  0.268
H -0.8600 1.9553 4.3172  0.226
H 0.2323 1.5314 3.0214  0.213
H 0.8456 0.6762 5.2984  0.226
H 0.8231 -0.5314 4.0590  0.196
H -1.3004 -0.0871 6.2247  0.221
H -0.2024 -1.4585 6.0640  0.230
H -1.5100 -1.2538 4.9129  0.184
H -1.2491 -2.7124 0.9423  0.262
H -1.9199 -2.5038 2.5188  0.264
H 0.2182 -3.7050 2.4505  0.230
H 0.1283 -2.4275 3.5978  0.221
H 2.1496 -1.7603 2.8404  0.217
H 1.3595 -1.1347 1.4190  0.184
H 2.6529 -3.8805 1.7939  0.218
H 3.1974 -2.5841 0.7361  0.222
H 1.7177 -3.4707 0.3533  0.199